(1)
The following is a DFT calculation (ωB97M-V/def2-TZVPD) of a molecular structure, C28H48I2N3O3.

Geometry as XYZ:
```
84
Properties=species:S:1:pos:R:3:lowdin_charge:R:1
H 3.22 2.19 -1.95 0.122
H -1.67 2.58 -4.24 0.041
C 0.22 1.14 2.21 -0.148
H 1.96 1.22 5.06 0.075
C 6.33 0.12 1.75 -0.157
C 4.15 1.88 -0.05 -0.182
H -1.56 -0.65 4.36 0.082
C 5.25 0.86 -0.44 -0.193
O 5.41 2.11 3.48 0.127
C -1.32 -0.61 3.29 -0.047
H -4.73 3.89 -3.44 0.083
H -3.72 2.08 -2.38 0.077
H -1.47 -2.16 -2.03 0.110
H -2.01 2.06 1.18 0.071
C -2.33 1.31 1.91 -0.058
H -2.12 -1.14 2.77 0.061
C 2.94 1.75 -0.98 -0.183
H -3.15 1.71 2.50 0.086
C -1.31 1.39 -2.55 -0.136
C -2.60 -4.93 1.15 -0.075
O -2.68 -0.46 -2.12 -0.098
N 0.24 3.30 -2.81 0.122
C 0.62 0.30 1.00 -0.072
H 2.89 2.45 4.03 0.083
H -0.41 -3.84 -1.33 0.076
H -2.63 -1.88 0.65 0.042
H 4.55 2.89 -0.17 0.123
I -5.05 0.64 -4.17 0.889
C -3.47 -2.63 -1.24 -0.323
H -0.39 -1.18 3.17 0.074
H 0.97 0.92 2.97 0.082
C -2.10 1.69 -3.78 -0.722
N 0.00 0.73 -0.27 -0.007
C 0.45 1.78 -0.95 -0.098
H -4.31 3.34 -5.07 0.062
C -3.19 -4.14 -1.24 -0.136
H 0.29 -0.73 1.15 0.120
H -4.20 -2.65 0.78 0.089
H 3.61 -0.49 4.41 0.114
H -4.46 -2.50 -1.70 0.139
H -2.94 -4.45 -2.26 0.121
H 1.69 2.64 0.59 0.109
C -1.65 0.28 -1.74 -0.307
C 3.75 0.56 4.18 -0.057
H -4.11 -1.04 0.10 0.081
H -1.90 -5.72 -0.68 0.131
C -2.11 -4.71 -0.29 -0.405
H 0.90 3.07 -3.54 0.121
H -1.22 1.48 3.70 0.129
H -1.99 -5.70 1.62 0.081
I -1.69 0.20 -5.25 0.958
C -3.59 -2.00 0.15 -0.059
H -0.50 3.88 -3.17 0.096
H 7.24 -0.48 1.73 0.130
H -4.14 -4.63 -1.00 0.119
C -2.52 -1.90 -2.18 -0.136
H -3.64 -5.26 1.18 0.080
C 5.41 -0.27 0.59 -0.156
C -0.78 -3.97 -0.31 -0.078
H 3.83 1.72 0.98 0.100
H 5.80 -1.15 0.08 0.112
C 2.80 1.45 4.43 0.032
H -2.73 0.47 1.34 0.042
C -3.95 3.41 -4.04 -0.168
H 6.20 1.37 -0.59 0.115
H -2.47 -4.03 1.76 0.063
H 4.98 0.41 -1.40 0.107
H -0.02 -4.57 0.21 0.084
H 0.26 2.21 1.99 0.115
N -1.02 -0.04 -0.64 0.243
O 5.73 -0.08 3.03 -0.011
C 5.03 0.97 3.53 -0.500
C -0.24 2.16 -2.13 -0.149
H 4.42 -0.53 0.97 0.112
H 1.70 0.26 0.87 0.120
C -1.17 0.85 2.81 -0.386
H -2.77 -2.18 -3.21 0.109
H -3.08 4.08 -4.06 0.071
H 6.64 1.17 1.65 0.121
H -0.82 -3.00 0.19 0.054
C 1.67 2.49 -0.49 -0.102
H 2.73 0.70 -1.20 0.116
C -3.59 2.03 -3.47 -0.791
H 1.64 3.48 -0.95 0.118
```

total charge: +1
HOMO level: -11.543 eV
frontier orbital gap: 7.529 eV
E: -56621.850 eV
2S+1: 1



(2)
The following is a DFT calculation (ωB97M-V/def2-TZVPD) of 3 unconnected molecules or ions with the total composition C28H48IN6O6PS in a non-equilibrium geometry.

Geometry as XYZ:
```
91
Properties=species:S:1:pos:R:3:lowdin_charge:R:1
H 3.80 -0.16 5.06 0.081
H -2.88 -0.83 -1.81 0.142
N 3.74 0.39 0.48 -0.233
H -2.49 1.99 -2.22 0.105
H 4.46 -1.40 2.63 0.084
H -3.65 0.16 -7.42 0.071
H -4.56 0.28 0.15 0.110
H -2.45 -0.26 -8.65 0.092
N -3.82 3.33 2.15 0.063
H 5.02 -2.26 8.40 0.095
C 2.75 1.16 0.95 -0.090
C -0.28 -0.93 0.31 -0.129
H -8.23 0.66 -0.74 0.087
H -6.64 1.09 -1.36 0.073
C 5.94 -2.42 3.85 -0.209
C 2.22 -1.31 -0.13 0.060
C -0.90 -1.54 1.41 0.064
H -3.69 1.29 -5.73 0.065
N -2.92 -1.56 0.18 -0.026
H -3.78 2.90 -8.03 0.128
H 2.76 -0.37 3.62 0.063
C -6.56 -0.44 0.16 -0.222
C -3.47 3.23 0.93 -0.214
O -4.48 2.83 0.12 0.022
H -0.84 -0.78 -4.58 0.091
C -2.87 3.11 -6.07 -0.204
H -4.00 3.21 -3.57 0.126
C -7.20 0.87 -0.43 -0.453
C 3.49 -0.82 -0.05 -0.059
O 6.84 -1.95 7.54 -0.167
O -2.03 0.46 -3.45 -0.253
H -2.25 -0.16 -5.43 0.076
P 5.40 1.13 0.58 0.556
H -4.47 1.52 -3.58 0.113
H 5.73 -0.81 5.07 0.061
H -1.85 3.00 -5.67 0.100
C -2.33 -1.02 -0.89 0.017
H -4.70 -2.16 1.07 0.135
S -7.19 2.26 0.73 1.017
H 2.96 2.14 1.39 0.143
H -2.16 3.59 -8.02 0.127
H 4.97 -1.32 6.91 0.067
C -4.40 -1.85 0.06 -0.059
C -5.51 2.69 1.00 -0.686
H -4.59 -2.67 -0.64 0.149
H -7.16 -1.32 -0.11 0.120
C 3.07 -0.82 4.57 -0.104
C -1.00 -0.69 -0.86 0.065
N 6.44 -1.20 4.47 -0.054
H 2.02 -2.29 -0.57 0.150
H 6.59 -2.70 3.02 0.124
H 7.91 -0.39 5.67 0.122
C -3.71 2.22 -3.94 -0.195
H 8.66 -2.41 6.83 0.128
H -0.34 -1.74 2.32 0.147
H -2.45 3.45 0.66 0.128
H -6.55 -0.33 1.25 0.108
O 6.45 -0.08 0.82 -0.345
H 2.20 -0.89 5.22 0.096
N -3.82 2.24 -5.40 -0.042
H 8.48 -1.65 4.60 0.118
C 4.53 -2.24 3.33 -0.220
H -3.72 0.91 -9.04 0.094
C -5.11 -0.53 -0.35 -0.183
C -3.06 0.56 -8.25 -0.105
O -2.17 1.57 -7.81 -0.193
H -1.55 2.48 -3.62 0.116
H 7.33 0.34 0.86 0.078
C 7.64 -2.35 6.44 -0.219
H 7.38 -3.38 6.14 0.114
H 4.25 -3.15 2.78 0.124
H 4.35 -1.38 -0.41 0.150
C -2.24 -1.83 1.29 0.021
C -2.80 2.83 -7.56 -0.204
H 5.24 -3.09 6.85 0.089
C 5.45 -2.17 7.40 -0.097
C -2.38 1.83 -3.30 -0.207
I 5.76 1.92 -1.73 0.462
C 7.66 -1.37 5.27 -0.188
O 3.58 -2.12 4.39 -0.177
H -0.57 -0.23 -1.74 0.135
C 1.45 0.73 0.90 0.046
H -3.17 4.15 -5.92 0.129
H -0.84 0.91 -5.13 0.096
H 0.63 1.35 1.26 0.146
H -5.06 -0.41 -1.44 0.115
H -2.76 -2.30 2.12 0.161
C 1.17 -0.53 0.35 -0.119
H 5.92 -3.26 4.56 0.108
N -5.16 2.97 2.20 0.047
C -1.46 0.11 -4.72 -0.063
```

total charge: +2
HOMO level: -12.278 eV
frontier orbital gap: 5.245 eV
E: -79246.887 eV
2S+1: 1



(3)
The following is a DFT calculation (ωB97M-V/def2-TZVPD) of 2 unconnected molecules or ions with the total composition C28H48N3O8P in a non-equilibrium geometry.

Geometry as XYZ:
```
88
Properties=species:S:1:pos:R:3:lowdin_charge:R:1
C -3.53 0.90 1.58 -0.290
N 5.25 3.03 -5.02 -0.617
H 1.69 1.50 2.00 0.030
C 0.55 3.32 -0.27 -0.179
H 2.00 4.89 -0.06 0.133
H -2.05 3.49 -0.17 0.126
H -3.27 -0.25 3.36 0.121
H -9.01 -3.11 -2.48 0.072
C 6.73 -1.18 -0.01 -0.316
C 8.69 -3.56 1.18 -0.071
H 1.10 0.26 0.18 0.035
H 7.93 -3.90 0.47 0.056
P 2.18 0.64 1.00 0.755
H -6.13 0.66 -0.53 0.101
H -7.54 -3.55 0.78 0.068
H 5.95 2.13 -2.75 0.100
C 6.48 -2.33 -1.02 -0.050
O 5.93 2.77 -1.98 0.079
H -5.47 -2.22 -0.90 0.071
H -8.36 0.12 2.17 0.092
H 5.97 -3.17 -0.55 0.079
H -3.43 3.31 1.83 0.134
O -2.33 1.55 1.78 -0.057
C -5.08 -0.78 2.33 -0.023
H 8.36 -0.13 0.87 0.111
H 10.14 -2.36 3.03 0.077
C -2.40 2.97 1.89 -0.154
H -9.00 -1.40 -0.03 0.120
O 4.93 0.22 -0.77 0.045
H -9.16 -0.99 -2.79 0.081
C -6.03 -1.91 -1.77 -0.049
C -1.57 3.61 0.80 -0.179
C -5.91 -0.55 1.23 -0.182
C -8.25 -3.18 -1.71 -0.045
H -6.97 -3.10 2.37 0.077
C 3.23 1.74 0.01 -0.198
C 8.18 -1.14 0.49 -0.161
H 1.84 3.87 1.37 0.134
H -5.63 -0.98 -2.15 0.077
N 3.01 3.10 -0.21 -0.049
H -8.01 -0.02 -0.37 0.104
C -7.97 -1.10 -0.22 -0.123
H 9.76 -0.66 2.69 0.075
H -7.54 -3.93 -2.04 0.078
C -8.11 -0.94 2.24 -0.046
H 9.68 -3.69 0.73 0.083
H 6.02 -1.35 0.81 0.144
H -7.87 0.15 -2.46 0.074
H -7.57 -1.13 -3.62 0.086
C 8.51 -2.11 1.63 -0.422
C 4.38 1.40 -0.65 -0.233
C 9.83 -1.65 2.27 -0.092
H 7.43 -2.69 -1.43 0.078
H -8.77 -3.50 -0.81 0.063
O 4.14 2.53 -5.23 -0.053
C -5.52 0.44 0.34 -0.025
H -5.82 -3.10 1.08 0.083
H 10.61 -1.67 1.51 0.081
H 8.65 -4.22 2.04 0.080
H -1.95 3.22 2.85 0.131
O 5.50 4.20 -5.32 -0.028
C -4.35 1.16 0.50 0.001
H -7.70 -1.20 3.21 0.077
C 1.88 3.87 0.28 -0.073
H -1.44 4.67 1.02 0.134
C 4.00 3.57 -0.95 0.042
H -5.87 -2.66 -2.54 0.082
C -3.91 -0.07 2.50 0.010
H 0.77 2.42 -0.85 0.118
H 5.88 -2.00 -1.87 0.079
O 2.95 -0.49 1.55 -0.409
O 6.15 2.33 -4.45 -0.120
C 6.39 0.13 -0.69 -0.113
O -0.30 2.97 0.80 -0.170
H -5.36 -1.52 3.06 0.114
H 0.06 4.05 -0.91 0.129
H 8.89 -1.30 -0.33 0.132
N 4.84 2.58 -1.22 -0.016
H -9.05 -1.49 2.14 0.086
H 6.81 1.00 -0.20 0.133
H -4.05 1.91 -0.22 0.115
C -6.86 -2.88 1.31 -0.026
H 6.76 0.09 -1.72 0.139
H 4.14 4.57 -1.31 0.182
H 7.75 -2.05 2.41 0.135
C -8.08 -0.90 -2.69 -0.069
C -7.19 -1.38 1.08 -0.467
C -7.55 -1.80 -1.54 -0.539
```

total charge: 0
HOMO level: -7.735 eV
frontier orbital gap: 7.485 eV
E: -59946.331 eV
2S+1: 1